Entry 1:
The following is a DFT calculation (ωB97M-V/def2-TZVPD) of 6 unconnected molecules or ions with the total composition CH12O4S.

Bonds (Å) are listed after each position.
Cartesian coordinates (Å):
1 C 2.078 0.726 -1.022  S2 1.822, H3 1.089, H4 1.090, H5 1.094
2 S 2.258 -0.881 -0.182  C1 1.822, H6 1.507
3 H 2.823 1.367 -0.555  C1 1.089
4 H 1.035 1.034 -0.960  C1 1.090
5 H 2.479 0.661 -2.037  C1 1.094
6 H 0.768 -1.101 -0.248  S2 1.507
7 H -1.743 1.450 -1.034  O9 0.959
8 H -0.813 -0.231 -0.975  O18 1.105
9 O -0.862 1.100 -0.891  H7 0.959
10 H -1.902 -2.007 1.973  O12 0.965
11 H -1.007 -1.249 0.987  O12 0.963
12 O -1.708 -1.124 1.636  H10 0.965, H11 0.963
13 H -1.164 0.601 2.126  O15 0.965
14 H -0.720 1.455 0.902  O15 0.977
15 O -0.906 1.492 1.861  H13 0.965, H14 0.977
16 H -0.624 -1.597 -1.789  O18 0.962
17 H 0.661 -0.377 1.078  no bonds
18 O -0.653 -1.319 -0.869  H8 1.105, H16 0.962

Gap between HOMO and LUMO, eV: 6.5
E, hartree: -744.24203
Relative energy (zero: lowest compared OMol25 entry of this formula, charge and spin), eV: 5.4584
E_HOMO, eV: -9.3418

Entry 2:
The following is a DFT calculation (ωB97M-V/def2-TZVPD) of 6 unconnected molecules or ions with the total composition CH12O4S2.

Bonds (Å) are listed after each position.
Cartesian coordinates (Å):
1 C -0.633 1.706 0.746  S2 1.760, H4 1.105, H5 1.111, H6 1.094
2 S -2.181 1.045 0.231  C1 1.760
3 S 2.213 0.257 1.101  H7 1.341
4 H -0.875 2.768 0.931  C1 1.105
5 H 0.286 1.624 0.127  C1 1.111
6 H -0.413 1.300 1.738  C1 1.094
7 H 3.473 0.702 1.210  S3 1.341
8 H -0.461 0.762 -2.981  O10 0.958
9 H -1.538 1.314 -2.083  O10 0.963
10 O -1.324 1.176 -3.012  H8 0.958, H9 0.963
11 H -1.885 -1.163 0.106  O13 0.958
12 H -0.961 -2.214 0.715  O13 0.968
13 O -1.348 -1.923 -0.123  H11 0.958, H12 0.968
14 H 0.865 -2.383 2.743  O16 0.943
15 H 1.197 -1.496 1.532  O16 0.972
16 O 0.559 -2.139 1.886  H14 0.943, H15 0.972
17 H 1.577 -0.083 -1.220  O19 0.957
18 H 0.390 -0.939 -1.655  O19 0.976
19 O 1.059 -0.313 -1.991  H17 0.957, H18 0.976

Gap between HOMO and LUMO, eV: 3.8
E, hartree: -1142.43964
Relative energy (zero: lowest compared OMol25 entry of this formula, charge and spin), eV: 5.4757
E_HOMO, eV: -9.2883

Entry 3:
The following is a DFT calculation (ωB97M-V/def2-TZVPD) of 5 unconnected molecules or ions with the total composition CH12O5.

Bonds (Å) are listed after each position.
Cartesian coordinates (Å):
1 C -0.435 2.246 0.426  O2 1.421, H3 1.094, H4 1.086, H5 1.091
2 O -1.686 2.823 0.772  C1 1.421, H6 0.969
3 H -0.350 2.165 -0.661  C1 1.094
4 H -0.329 1.258 0.865  C1 1.086
5 H 0.368 2.895 0.780  C1 1.091
6 H -2.266 2.071 0.959  O2 0.969
7 H 2.194 -3.466 0.379  O9 0.971
8 H 2.595 -3.796 1.790  O9 0.970
9 O 2.847 -3.218 1.053  H7 0.971, H8 0.970
10 H 0.116 -0.243 -1.892  O12 0.971
11 H 0.388 0.723 -3.033  O12 0.964
12 O -0.251 0.064 -2.737  H10 0.971, H11 0.964
13 H -2.902 -0.784 1.119  O15 0.971
14 H -2.509 -0.203 -0.221  O15 0.975
15 O -2.225 -0.220 0.711  H13 0.971, H14 0.975
16 H 1.989 -1.339 0.092  O18 0.968
17 H 1.121 -0.091 0.053  O18 0.967
18 O 1.332 -0.885 -0.456  H16 0.968, H17 0.967

2S+1: 2
Expectation value of S²: 0.750
Total charge: -1
Gap between HOMO and LUMO (alpha / beta), eV: 2.6 / 10.6
E, hartree: -421.44298
Relative energy (zero: lowest compared OMol25 entry of this formula, charge and spin), eV: 0.2466
E_HOMO (alpha / beta), eV: 0.7631 / -7.1255

Entry 4:
The following is a DFT calculation (ωB97M-V/def2-TZVPD) of 5 unconnected molecules or ions with the total composition CH12O5.

Bonds (Å) are listed after each position.
Cartesian coordinates (Å):
1 C 2.629 -0.502 -0.404  O2 1.426, H3 1.091, H4 1.089, H5 1.091
2 O 3.922 -0.995 -0.744  C1 1.426, H6 0.958
3 H 2.139 -0.052 -1.268  C1 1.091
4 H 2.031 -1.342 -0.054  C1 1.089
5 H 2.679 0.239 0.396  C1 1.091
6 H 4.587 -0.426 -0.352  O2 0.958
7 O -0.832 0.547 -3.193  H8 0.970, H9 0.961
8 H -0.929 0.551 -2.228  O7 0.970
9 H -1.634 0.957 -3.525  O7 0.961
10 O 0.271 -0.645 2.035  H11 0.962, H12 0.963
11 H 0.562 -1.504 2.355  O10 0.962
12 H 0.476 -0.027 2.744  O10 0.963
13 O -3.681 0.642 1.235  H14 0.963, H15 0.962
14 H -4.348 1.023 0.654  O13 0.963
15 H -4.161 0.382 2.027  O13 0.962
16 O -1.132 0.405 -0.270  H17 0.966, H18 0.967
17 H -1.987 0.635 0.116  O16 0.966
18 H -0.591 0.111 0.476  O16 0.967

Gap between HOMO and LUMO, eV: 10.3
SMILES: CO.O.O.O.O
E, hartree: -421.47190
Relative energy (zero: lowest compared OMol25 entry of this formula, charge and spin), eV: 0.6506
E_HOMO, eV: -10.0418